# 1
The following is a quantum chemistry calculation of a cluster of 2 separate species, C3H7NO2 in total, from the OMol25 dataset.

Cartesian coordinates (Å):
C -0.1233 0.3480 2.5271
O 0.4155 0.9356 1.3229
C 0.2058 0.3757 0.1480
O -0.5153 -0.7040 0.2070
C 0.6364 0.0019 -2.2474
N -0.3258 -0.8557 -2.3023
H 0.2081 0.9912 3.3456
H 0.2611 -0.6670 2.6591
H -1.2151 0.3200 2.4803
H 1.6147 -0.3251 -1.8959
H 0.5934 1.0088 -2.6727
H -0.5401 -1.0503 -0.7834
H -1.1737 -0.4360 -2.6857

* 2S+1: 1
* F_max: 0.61 eV/Å
* DFT total energy: -323.6406 hartree
* energy above the lowest of the compared OMol25 structures with the same formula, charge and spin: 88.09 kcal/mol

***

# 2
The following is a quantum chemistry calculation of an isolated molecule of CH4N2S2 at a distorted geometry, from the OMol25 dataset.

Cartesian coordinates (Å):
C -1.2620 -0.6027 -0.2853
N -1.0572 0.5888 0.5289
N 0.1892 -0.2975 -0.6684
S 2.9394 0.5405 -0.0436
S 1.4374 -0.8366 0.2243
H -1.2958 -1.5353 0.2390
H -2.1067 -0.6791 -0.9749
H -1.4120 1.3270 -0.0389
H 2.5676 1.4950 1.0188

* 2S+1: 3
* F_max: 4.38 eV/Å
* <S²>: 2.011
* DFT total energy: -946.1844 hartree
* energy above the lowest of the compared OMol25 structures with the same formula, charge and spin: 40.69 kcal/mol

***

# 3
The following is a quantum chemistry calculation of a cluster of 2 separate species, C19H28N4O7S in total at a distorted geometry, from the OMol25 dataset.

Cartesian coordinates (Å):
C -0.3574 -2.5514 -4.5556
C 0.4053 -1.3442 -3.9857
C 1.8848 -1.7046 -3.7888
S 2.8252 -0.2201 -3.2526
C -0.2110 -0.8959 -2.6576
O -0.3289 -1.7056 -1.7461
N -0.5767 0.4228 -2.4752
C -0.8775 1.0081 -1.1587
C 0.3257 1.7847 -0.5858
O 0.4054 1.9130 0.6248
O 1.2251 2.3217 -1.4469
C -2.0662 1.9422 -1.2609
C -3.1207 1.8364 -0.3389
C -4.1800 2.7492 -0.3666
C -4.2053 3.7734 -1.3106
O -5.2381 4.6658 -1.3123
C -3.1697 3.8808 -2.2404
C -2.1041 2.9737 -2.2155
H -0.2737 -3.4153 -3.8876
H -1.4188 -2.3106 -4.6760
H 0.0448 -2.8299 -5.5346
H 0.3351 -0.5192 -4.7002
H 1.9857 -2.4969 -3.0386
H 2.3048 -2.0779 -4.7289
H 4.0585 -0.7423 -3.0666
H -0.2468 1.0657 -3.1890
H -1.1177 0.2163 -0.4426
H 1.8994 2.7308 -0.8811
H -3.1195 1.0561 0.4174
H -4.9896 2.6727 0.3526
H -5.0971 5.3408 -1.9938
H -3.1770 4.6749 -2.9792
H -1.2946 3.0891 -2.9301
C 3.8370 -1.7403 5.0723
N 2.5944 -1.8316 4.3093
C 2.1568 -0.8854 3.4706
O 2.7946 0.1445 3.2545
C 0.8209 -1.1316 2.7419
C 1.0105 -1.4824 1.2572
C 1.6341 -2.8439 1.0107
N 1.4257 -3.3934 -0.1603
O 2.2744 -3.4477 1.8520
N -0.0242 0.0600 2.8138
C -0.8370 0.3409 3.8266
C -1.4883 1.7036 3.8031
O -1.0744 -0.4442 4.7355
H 4.6862 -1.7825 4.3882
H 3.9049 -2.5632 5.7847
H 3.8675 -0.7916 5.6123
H 2.0642 -2.6882 4.3587
H 0.3099 -1.9608 3.2340
H 1.6277 -0.7268 0.7718
H 0.0289 -1.4841 0.7891
H 0.8141 -2.9212 -0.8184
H 1.7954 -4.3135 -0.3009
H 0.1664 0.8001 2.1499
H -2.0344 1.8280 2.8702
H -0.7146 2.4662 3.8763
H -2.1698 1.7847 4.6485

* SMILES string: C[C@H](CS)C(=O)N[C@@H](C(=O)O)c1ccc(O)cc1.CNC(=O)[C@H](CC(N)=O)NC(C)=O
* 2S+1: 1
* F_max: 2.25 eV/Å
* DFT total energy: -1884.8194 hartree
* energy above the lowest of the compared OMol25 structures with the same formula, charge and spin: 0.00 kcal/mol

***

# 4
The following is a quantum chemistry calculation of a structure of composition C42H48Br6F2K2N5O11S3 at a distorted geometry, from the OMol25 dataset.

Cartesian coordinates (Å):
C 5.1165 -0.5435 -2.2353
C 4.9779 -1.5503 -3.4186
C 3.4851 -1.9189 -3.6977
N 2.8674 -0.9818 -4.6489
O 2.5475 -1.5931 -5.8709
C 1.8069 -0.2225 -4.1263
N 0.4808 -0.6077 -4.0356
C 0.2319 -2.0473 -3.9041
C -1.2359 -2.2495 -3.4139
O -2.1347 -2.5209 -4.1667
C -1.4788 -2.0895 -1.9082
C -0.4643 -1.5711 -1.0762
C -0.6577 -1.3706 0.2779
C -1.9910 -1.7438 0.8569
C -2.9290 -2.2790 0.0037
C -2.7036 -2.4567 -1.3654
N 2.0874 0.9763 -3.7236
C 1.0527 1.8725 -3.1636
C 0.7491 2.9848 -3.9050
C -0.2041 3.9111 -3.4023
C -0.7288 3.5385 -2.1495
C -0.3304 2.3551 -1.5627
N 0.5625 1.4483 -1.9924
H 4.2716 -0.5972 -1.5294
H 5.2200 0.4968 -2.5878
H 6.0319 -0.7943 -1.6814
H 5.3879 -1.0936 -4.3282
H 5.4758 -2.4827 -3.1213
H 3.3937 -2.9776 -3.9749
H 2.9667 -1.7890 -2.7276
H 1.8579 -1.0959 -6.3341
H -0.0950 -0.1609 -4.7457
H 0.2546 -2.5107 -4.9060
H 0.8909 -2.5538 -3.1938
H 0.5225 -1.2962 -1.4542
H 0.2192 -0.9595 0.8866
H -2.1731 -1.6171 1.9285
H -3.8843 -2.5884 0.4370
H -3.4653 -2.8860 -2.0206
H 3.0309 1.3474 -3.7934
H 1.2355 3.1646 -4.8674
H -0.4941 4.8478 -3.9039
H -1.4472 4.1887 -1.6468
H -0.8073 2.1079 -0.5958
C -3.8601 0.4271 -5.7622
C -3.1580 0.4433 -4.5608
C -3.7815 0.8523 -3.3977
C -5.1072 1.2608 -3.4275
C -5.8062 1.2686 -4.6334
C -5.1816 0.8394 -5.7986
C -7.2144 1.7505 -4.6895
O -7.8235 1.7530 -5.7366
C -7.8499 2.2346 -3.4350
C -9.1424 2.7413 -3.4765
C -9.7506 3.1836 -2.3129
C -9.0731 3.1132 -1.0997
C -7.7822 2.6139 -1.0525
C -7.1618 2.1817 -2.2191
C -5.7659 1.6816 -2.1618
O -5.1650 1.6191 -1.1028
H -3.3730 0.0980 -6.6716
H -2.1227 0.1353 -4.5342
H -3.2458 0.8650 -2.4590
H -5.7261 0.8325 -6.7336
H -9.6731 2.7947 -4.4178
H -10.7559 3.5831 -2.3488
H -9.5531 3.4532 -0.1910
H -7.2556 2.5649 -0.1088
O -0.4545 6.7650 -3.7450
H 0.2714 6.6849 -3.1198
K -0.6086 0.7504 1.4786
C 6.4314 0.5511 1.7859
S 5.3761 -0.8544 1.4149
O 3.9594 -0.4086 1.6062
C 5.8415 -1.8263 2.8543
H 6.2734 1.3091 1.0205
H 6.1732 0.9604 2.7627
H 7.4742 0.2340 1.7725
H 5.6256 -1.2678 3.7667
H 6.9036 -2.0638 2.8012
H 5.2651 -2.7503 2.8475
C 8.5728 -5.0402 4.3642
Br 9.6888 -3.6978 5.1774
Br 6.8574 -5.1695 5.2408
Br 8.3879 -4.7622 2.4644
H 9.0691 -5.9924 4.4992
C -1.0529 -2.2478 5.0350
C -0.0140 -2.0159 5.9240
C -0.2781 -1.8662 7.2933
C -1.5835 -1.9581 7.7528
C -2.6201 -2.1917 6.8597
C -2.3561 -2.3329 5.5023
H -0.8455 -2.3627 3.9778
H 1.0040 -1.9553 5.5536
H 0.5323 -1.6814 8.0005
H -1.7926 -1.8477 8.8096
H -3.6372 -2.2645 7.2224
H -3.1686 -2.5112 4.8100
C 5.0788 -7.9721 8.1771
Br 5.7614 -9.3115 6.9706
Br 3.8980 -8.7313 9.4985
Br 6.5013 -6.9528 8.9905
H 4.4918 -7.2826 7.5859
N 2.6867 10.4885 -2.3721
S 1.7181 9.6338 -3.2920
O 0.5787 10.3109 -3.8155
O 1.5557 8.2598 -2.9397
F 2.6522 9.5302 -4.5865
S 2.0535 10.8366 -0.9768
O 2.7826 11.8508 -0.2813
O 1.5809 9.7440 -0.1797
F 0.7110 11.6053 -1.3593
K 2.0303 -1.0485 6.6401
C -2.2653 -5.9681 9.2878
O -2.7956 -4.8119 9.9266
H -2.6574 -6.8531 9.7812
H -2.5671 -5.9795 8.2366
H -1.1745 -5.9662 9.3650
H -2.4340 -4.0482 9.4695

* 2S+1: 1
* F_max: 5.84 eV/Å
* total charge: +1
* DFT total energy: -20768.1934 hartree

***

# 5
The following is a quantum chemistry calculation of the ion C3IS2 with charge -1 at a distorted geometry, from the OMol25 dataset.

Cartesian coordinates (Å):
S -1.8547 -1.6164 0.0311
C -1.3387 -0.0142 -0.0090
S -2.1598 1.3851 0.0341
C 0.3038 -0.0271 -0.0311
C 1.4953 0.1622 -0.0399
I 3.5540 0.1104 0.0149

* SMILES string: S=C([S-])C#CI
* 2S+1: 1
* F_max: 4.02 eV/Å
* total charge: -1
* DFT total energy: -1208.3570 hartree
* energy above the lowest of the compared OMol25 structures with the same formula, charge and spin: 0.00 kcal/mol

***

# 6
The following is a quantum chemistry calculation of a cluster of 5 separate species, C27H24BrN5O11 in total at a distorted geometry, from the OMol25 dataset.

Cartesian coordinates (Å):
O 4.6278 -0.8071 -2.1462
N 4.1077 -1.8648 -1.7609
O 4.4689 -2.9951 -2.1185
C 2.9843 -1.7713 -0.8208
C 2.5186 -0.5119 -0.4187
C 1.4342 -0.4290 0.4568
C 0.8253 -1.5930 0.9285
C 1.2978 -2.8461 0.5347
C 2.3798 -2.9416 -0.3427
H 2.9821 0.4046 -0.7774
H 1.0611 0.5440 0.7694
H -0.0236 -1.5232 1.6066
H 0.8199 -3.7487 0.9090
H 2.7342 -3.9256 -0.6426
O -0.4138 -5.6668 0.8255
N -0.5862 -6.7971 1.3054
O -1.5951 -7.4922 1.1184
C 0.4751 -7.3474 2.1571
C 1.6171 -6.5803 2.4258
C 2.6122 -7.0994 3.2563
C 2.4687 -8.3734 3.8081
C 1.3352 -9.1393 3.5303
C 0.3320 -8.6297 2.7035
H 1.7439 -5.5858 2.0036
H 3.4992 -6.5092 3.4763
H 3.2447 -8.7717 4.4596
H 1.2320 -10.1325 3.9618
H -0.5468 -9.2378 2.4993
O -4.9861 3.2908 -5.0470
N -3.8970 2.8327 -4.6707
O -3.4913 2.8600 -3.4999
C -3.0267 2.2207 -5.6819
C -3.4293 2.2017 -7.0244
C -2.5865 1.6399 -7.9854
C -1.3567 1.0990 -7.6070
C -0.9629 1.1098 -6.2678
C -1.7960 1.6714 -5.2982
H -4.3844 2.6192 -7.3355
H -2.8870 1.6263 -9.0309
H -0.7004 0.6671 -8.3607
H -0.0042 0.6836 -5.9804
H -1.4733 1.6750 -4.2592
O 2.6692 1.6180 3.9313
N 2.8262 2.5453 4.7394
O 3.5265 2.4757 5.7596
C 2.1311 3.8102 4.4720
C 1.2988 3.9210 3.3496
C 0.6212 5.1188 3.1138
C 0.7780 6.1952 3.9883
C 1.6157 6.0855 5.0995
C 2.2964 4.8918 5.3474
H 1.1660 3.0914 2.6587
H -0.0322 5.2125 2.2490
H 0.2432 7.1253 3.8033
H 1.7350 6.9299 5.7749
H 2.9430 4.8212 6.2195
O -0.3633 2.9232 0.4385
C -1.3575 2.9120 -0.4847
Br -1.7053 1.1528 -1.4445
C -2.1768 4.3098 -0.7928
N -3.6738 4.1449 -0.9323
C -4.2503 3.1344 0.0344
O -4.0041 3.0532 1.3455
O -5.2199 2.1235 -0.5048
H -1.8518 5.1591 -0.0287
H -1.7861 4.6789 -1.8590
H -4.1852 5.0567 -0.9206
H -5.8987 2.6839 -1.0165

* SMILES string: O=[N+]([O-])c1ccccc1.O=[N+]([O-])c1ccccc1.O=[N+]([O-])c1ccccc1.O=[N+]([O-])c1ccccc1.O=C(Br)CNC(=O)O
* 2S+1: 1
* F_max: 9.34 eV/Å
* DFT total energy: -4718.2102 hartree
* energy above the lowest of the compared OMol25 structures with the same formula, charge and spin: 88.53 kcal/mol